{"formula": "C30H33BrN4O2", "method": "ωB97M-V/def2-TZVPD", "homo_lumo_gap_ev": 8.8, "homo_energy_ev": -8.17, "e_lumo_ev": 0.6427, "e_above_lowest_kcal_mol": 17.76, "symbols": ["C", "H", "O", "C", "C", "C", "C", "C", "C", "H", "H", "C", "H", "H", "C", "N", "C", "N", "C", "H", "H", "C", "N", "C", "H", "H", "C", "C", "C", "C", "C", "C", "C", "H", "H", "H", "H", "H", "H", "H", "H", "C", "H", "H", "C", "N", "C", "O", "C", "C", "C", "C", "C", "C", "H", "Br", "C", "H", "H", "H", "H", "H", "H", "H", "H", "H", "H", "H", "H", "H"], "positions_angstrom": [[4.346, -1.416, -0.541], [4.781, -1.180, 0.434], [4.177, -0.258, -1.326], [3.405, 0.752, -0.841], [3.357, 1.909, -1.619], [2.609, 2.992, -1.209], [1.881, 2.959, -0.023], [1.936, 1.807, 0.747], [2.687, 0.714, 0.349], [2.714, -0.157, 0.983], [1.399, 1.753, 1.681], [1.038, 4.137, 0.378], [1.101, 4.297, 1.456], [1.404, 5.034, -0.124], [-0.453, 3.953, 0.010], [-1.119, 3.037, 0.925], [-1.384, 1.878, 0.283], [-2.042, 0.830, 0.612], [-1.984, -0.052, -0.542], [-2.990, -0.399, -0.791], [-1.379, -0.929, -0.292], [-1.325, 0.758, -1.703], [-0.840, 1.908, -0.976], [-0.644, 3.278, -1.368], [0.231, 3.389, -2.009], [-1.526, 3.680, -1.895], [-0.159, 0.020, -2.376], [-0.462, -1.423, -2.665], [-1.568, -1.789, -3.423], [-1.843, -3.122, -3.672], [-1.009, -4.110, -3.176], [0.103, -3.757, -2.430], [0.367, -2.423, -2.174], [1.236, -2.153, -1.592], [0.769, -4.517, -2.048], [-1.222, -5.150, -3.374], [-2.708, -3.391, -4.259], [-2.219, -1.025, -3.823], [0.704, 0.087, -1.710], [0.099, 0.538, -3.304], [-2.078, 1.053, -2.451], [-1.694, 3.422, 2.187], [-1.518, 4.490, 2.331], [-2.778, 3.244, 2.159], [-1.114, 2.647, 3.377], [-1.339, 1.229, 3.212], [-0.330, 0.341, 3.377], [0.733, 0.613, 3.905], [-0.640, -1.012, 2.823], [-1.931, -1.515, 2.715], [-2.152, -2.735, 2.104], [-1.111, -3.488, 1.573], [0.175, -2.978, 1.725], [0.421, -1.770, 2.345], [1.426, -1.396, 2.466], [1.662, -3.963, 1.050], [-1.364, -4.780, 0.868], [-0.773, -5.583, 1.308], [-2.416, -5.048, 0.922], [-1.079, -4.694, -0.182], [-3.160, -3.115, 2.021], [-2.767, -0.965, 3.117], [-2.025, 0.981, 2.500], [-0.036, 2.812, 3.479], [-1.600, 2.999, 4.295], [-0.946, 4.932, 0.048], [2.606, 3.887, -1.816], [3.924, 1.935, -2.536], [5.032, -2.052, -1.097], [3.404, -1.953, -0.397]]}